{"formula": "C4H7N2S", "method": "ωB97M-V/def2-TZVPD", "species": ["C", "C", "C", "C", "N", "N", "S", "H", "H", "H", "H", "H", "H", "H"], "coordinates": [[-0.4152, -2.4153, 0.3088], [-0.4429, 0.5036, 0.0867], [0.5796, -2.0790, -0.4493], [0.5033, 1.4627, -0.4805], [-1.3930, -2.2755, 1.0015], [0.1655, 2.7134, 0.1177], [-1.6644, 0.1688, 0.9260], [1.5749, -1.9915, -0.0532], [0.5138, -2.1494, -1.5224], [1.5333, 1.1291, -0.2909], [0.3621, 1.4725, -1.5673], [-1.9242, -2.9945, 1.4646], [-0.0697, 3.4797, -0.4838], [0.6770, 2.9755, 0.9420]], "mulliken_charge": [0.784, 0.280, -1.020, -0.084, -0.414, -0.438, -0.025, 0.336, 0.325, 0.262, 0.313, 0.244, 0.224, 0.211], "total_energy_ev": -18066.63458, "molar_mass_g_mol": 115.18, "total_charge": 1}